(1)
The following is a quantum chemistry calculation of a single C24H31N3O4S molecule, from the Open Molecules 2025 dataset.

The energy relative to the best compared isomer or geometry (same formula, charge and spin) is 110.7 kJ/mol. For the HOMO energy, the calculation gives -7.44 eV. The SMILES is CCOc1cc(NC(=S)NC[C@@H]2CCCO2)c(OCC)cc1NC(=O)c1ccc(C)cc1.

ORCA input file:
```
! wB97M-V def2-TZVPD RIJCOSX def2/J DEFGRID3
* xyz 0 1
C -1.829 -4.885 -1.106
C -2.003 -4.347 0.310
O -2.172 -2.944 0.346
C -1.092 -2.126 0.115
C 0.226 -2.530 0.033
C 1.264 -1.621 -0.178
N 2.552 -2.160 -0.302
C 3.770 -1.781 0.171
S 5.034 -2.816 -0.128
N 3.886 -0.672 0.924
C 5.180 -0.143 1.274
C 5.689 0.868 0.234
C 7.145 1.287 0.504
C 7.109 2.808 0.357
C 5.675 3.111 0.785
O 4.901 2.056 0.256
C 0.957 -0.262 -0.343
O 2.003 0.581 -0.590
C 1.775 1.948 -0.894
C 1.262 2.155 -2.314
C -0.365 0.149 -0.243
C -1.389 -0.757 -0.017
N -2.728 -0.385 0.082
C -3.287 0.852 -0.044
O -2.662 1.862 -0.308
C -4.765 0.867 0.150
C -5.493 1.856 -0.506
C -6.864 1.932 -0.364
C -7.544 1.034 0.451
C -9.027 1.131 0.628
C -6.811 0.063 1.125
C -5.439 -0.026 0.978
H -0.938 -4.471 -1.572
H -2.690 -4.615 -1.713
H -1.743 -5.968 -1.078
H -1.167 -4.651 0.951
H -2.927 -4.738 0.747
H 0.492 -3.570 0.139
H 2.577 -3.106 -0.664
H 3.169 0.033 0.799
H 5.880 -0.979 1.339
H 5.095 0.348 2.248
H 5.570 0.426 -0.763
H 7.836 0.811 -0.187
H 7.425 1.012 1.521
H 7.846 3.315 0.974
H 7.252 3.095 -0.685
H 5.281 4.046 0.384
H 5.596 3.132 1.883
H 1.094 2.398 -0.163
H 2.765 2.398 -0.777
H 0.276 1.717 -2.442
H 1.944 1.692 -3.023
H 1.202 3.219 -2.524
H -0.636 1.185 -0.354
H -3.342 -1.173 0.238
H -4.961 2.558 -1.131
H -7.416 2.699 -0.888
H -9.456 0.160 0.863
H -9.258 1.810 1.450
H -9.500 1.521 -0.271
H -7.322 -0.631 1.776
H -4.900 -0.776 1.540
*
```

(2)
The following is a quantum chemistry calculation of a molecular structure, C24H31N4O2ReS in a non-equilibrium geometry, from the Open Molecules 2025 dataset.

Its expectation value of S² is 0.761. The energy relative to the best compared isomer or geometry (same formula, charge and spin) is 177.5 kJ/mol. For the HOMO energy (spin up / spin down), the calculation gives -9.47 / -9.75 eV.

ORCA input file:
```
! wB97M-V def2-TZVPD RIJCOSX def2/J DEFGRID3
* xyz 1 2
Re 0.289 0.095 -0.249
C 1.370 0.445 2.391
C 2.374 -0.537 1.764
N 2.267 -0.604 0.273
C 2.497 -1.960 -0.275
C 1.198 -2.711 -0.385
C 1.119 -4.049 -0.714
C -0.131 -4.613 -0.930
C -1.264 -3.817 -0.847
C -1.119 -2.470 -0.567
C -2.259 -1.483 -0.633
N -1.904 -0.188 0.016
C -2.269 -0.179 1.468
C -1.223 0.556 2.284
N 0.059 -0.079 1.939
N 0.095 -1.939 -0.345
H 0.530 2.405 2.139
H 1.491 0.371 3.478
H 2.147 -1.534 2.154
H 3.394 -0.302 2.051
H 2.930 0.056 -0.128
H 3.234 -2.519 0.307
H 2.893 -1.839 -1.285
H 2.021 -4.638 -0.802
H -0.221 -5.660 -1.182
H -2.247 -4.230 -1.031
H -3.155 -1.908 -0.176
H -2.480 -1.281 -1.683
H -2.415 0.544 -0.469
H -2.311 -1.221 1.797
H -3.262 0.247 1.612
H -1.448 0.497 3.353
H -1.199 1.602 1.991
H -0.002 -1.053 2.237
O -0.014 4.367 -0.507
C 0.113 3.320 -1.062
O 0.389 2.208 -0.273
C 0.039 3.103 -2.523
C -0.073 4.292 -3.258
C -0.087 4.297 -4.632
C 0.011 3.088 -5.313
C 0.116 1.905 -4.610
C 0.132 1.873 -3.209
S 0.232 0.223 -2.567
H -0.137 5.219 -2.704
H -0.166 5.231 -5.172
H 0.006 3.066 -6.395
H 0.186 0.964 -5.141
C 2.140 3.043 4.014
C 2.548 2.767 2.563
C 2.587 4.097 1.804
C 3.948 2.152 2.547
C 1.459 1.881 1.889
C 1.595 1.817 0.359
H 2.852 3.729 4.476
H 2.124 2.136 4.624
H 1.153 3.510 4.063
H 3.244 4.802 2.317
H 1.593 4.545 1.739
H 2.958 3.954 0.789
H 4.665 2.884 2.921
H 4.249 1.882 1.532
H 4.021 1.278 3.198
*
```

(3)
The following is a quantum chemistry calculation of a molecular structure, C24H31N4PtSSi2, from the Open Molecules 2025 dataset.

For the HOMO energy, the calculation gives -10.29 eV.

ORCA input file:
```
! wB97M-V def2-TZVPD RIJCOSX def2/J DEFGRID3
* xyz 1 1
Pt 0.499 -0.655 -0.145
N 0.952 3.153 -2.675
C -0.058 4.141 -2.593
C -0.079 5.193 -3.491
C -1.079 6.154 -3.407
C -2.068 6.043 -2.445
C -2.057 4.971 -1.560
C -1.043 4.032 -1.621
S -0.974 2.726 -0.426
N 0.019 1.578 -1.194
C 0.823 1.911 -2.132
C 1.689 0.827 -2.696
C 2.263 0.901 -3.957
C 3.085 -0.132 -4.383
C 3.314 -1.202 -3.537
C 2.674 -1.217 -2.308
N 1.871 -0.235 -1.903
H 1.661 3.290 -3.373
H 0.689 5.268 -4.252
H -1.084 6.982 -4.102
H -2.851 6.785 -2.379
H -2.833 4.874 -0.812
H 2.061 1.734 -4.614
H 3.539 -0.096 -5.364
H 3.958 -2.021 -3.821
H 2.798 -2.043 -1.620
C -3.018 -0.013 1.030
Si -1.682 -0.218 2.333
C -2.474 -0.979 3.857
C -0.877 1.401 2.829
C -0.358 -1.359 1.617
C -0.881 -2.569 0.902
C -1.660 -3.667 1.226
C -1.903 -4.606 0.235
C -1.384 -4.443 -1.044
C -0.611 -3.328 -1.315
N -0.380 -2.453 -0.341
Si 1.246 -1.772 2.538
C 2.321 -0.225 2.525
C 2.137 -3.200 1.697
C 0.906 -2.326 4.298
H -3.707 0.791 1.296
H -3.606 -0.931 0.949
H -2.610 0.214 0.043
H -3.277 -0.329 4.215
H -1.768 -1.110 4.677
H -2.924 -1.951 3.641
H -1.645 2.153 3.023
H -0.207 1.810 2.073
H -0.305 1.276 3.752
H -2.065 -3.775 2.223
H -2.506 -5.477 0.455
H -1.572 -5.169 -1.821
H -0.177 -3.127 -2.284
H 2.428 0.215 1.526
H 3.332 -0.470 2.862
H 1.930 0.554 3.180
H 2.236 -3.069 0.619
H 1.613 -4.143 1.871
H 3.139 -3.309 2.118
H 0.462 -1.540 4.911
H 1.840 -2.629 4.779
H 0.236 -3.188 4.315
*
```

(4)
The following is a quantum chemistry calculation of a single C24H31NO5 molecule, from the Open Molecules 2025 dataset.

The energy relative to the best compared isomer or geometry (same formula, charge and spin) is 13.4 kJ/mol. For the HOMO energy, the calculation gives -7.99 eV. The SMILES is CCOC(=O)C1(CCOc2ccccc2)CCN(Cc2ccc(O)c(OC)c2)CC1.

ORCA input file:
```
! wB97M-V def2-TZVPD RIJCOSX def2/J DEFGRID3
* xyz 0 1
C -1.027 0.804 6.144
C -1.693 1.236 4.845
O -1.108 0.580 3.720
C 0.000 1.121 3.207
O 0.504 2.130 3.631
C 0.577 0.268 2.077
C 1.304 -0.881 2.821
C 2.328 -1.665 2.001
O 1.695 -2.235 0.876
C 2.451 -2.780 -0.117
C 3.828 -2.957 -0.069
C 4.486 -3.515 -1.154
C 3.790 -3.898 -2.285
C 2.415 -3.728 -2.330
C 1.748 -3.175 -1.257
C 1.533 1.128 1.244
C 0.755 2.196 0.462
N -0.275 1.649 -0.398
C 0.243 0.959 -1.570
C -0.853 0.673 -2.561
C -0.923 -0.538 -3.227
C -1.931 -0.778 -4.147
C -2.885 0.189 -4.404
O -3.878 -0.049 -5.304
C -2.821 1.420 -3.728
O -3.822 2.310 -4.058
C -3.829 3.558 -3.413
C -1.807 1.653 -2.821
C -1.206 0.858 0.383
C -0.544 -0.273 1.180
H -1.532 1.270 6.985
H 0.016 1.112 6.145
H -1.078 -0.276 6.252
H -2.746 0.949 4.827
H -1.597 2.319 4.713
H 1.842 -0.466 3.678
H 0.546 -1.572 3.193
H 3.148 -1.007 1.688
H 2.751 -2.459 2.635
H 4.395 -2.675 0.805
H 5.557 -3.649 -1.107
H 4.313 -4.329 -3.125
H 1.860 -4.028 -3.206
H 0.677 -3.041 -1.272
H 2.256 1.616 1.899
H 2.067 0.500 0.532
H 1.446 2.781 -0.149
H 0.270 2.876 1.168
H 0.973 1.629 -2.037
H 0.764 0.018 -1.332
H -0.185 -1.302 -3.036
H -1.995 -1.717 -4.674
H -4.435 0.740 -5.341
H -4.695 4.089 -3.806
H -3.932 3.446 -2.329
H -2.921 4.127 -3.634
H -1.734 2.584 -2.282
H -1.956 0.442 -0.293
H -1.710 1.543 1.075
H -1.296 -0.775 1.788
H -0.122 -1.005 0.494
*
```

Copy entry 2 word for word.
The following is a quantum chemistry calculation of a molecular structure, C24H31N4O2ReS in a non-equilibrium geometry, from the Open Molecules 2025 dataset.

Its expectation value of S² is 0.761. The energy relative to the best compared isomer or geometry (same formula, charge and spin) is 177.5 kJ/mol. For the HOMO energy (spin up / spin down), the calculation gives -9.47 / -9.75 eV.

ORCA input file:
```
! wB97M-V def2-TZVPD RIJCOSX def2/J DEFGRID3
* xyz 1 2
Re 0.289 0.095 -0.249
C 1.370 0.445 2.391
C 2.374 -0.537 1.764
N 2.267 -0.604 0.273
C 2.497 -1.960 -0.275
C 1.198 -2.711 -0.385
C 1.119 -4.049 -0.714
C -0.131 -4.613 -0.930
C -1.264 -3.817 -0.847
C -1.119 -2.470 -0.567
C -2.259 -1.483 -0.633
N -1.904 -0.188 0.016
C -2.269 -0.179 1.468
C -1.223 0.556 2.284
N 0.059 -0.079 1.939
N 0.095 -1.939 -0.345
H 0.530 2.405 2.139
H 1.491 0.371 3.478
H 2.147 -1.534 2.154
H 3.394 -0.302 2.051
H 2.930 0.056 -0.128
H 3.234 -2.519 0.307
H 2.893 -1.839 -1.285
H 2.021 -4.638 -0.802
H -0.221 -5.660 -1.182
H -2.247 -4.230 -1.031
H -3.155 -1.908 -0.176
H -2.480 -1.281 -1.683
H -2.415 0.544 -0.469
H -2.311 -1.221 1.797
H -3.262 0.247 1.612
H -1.448 0.497 3.353
H -1.199 1.602 1.991
H -0.002 -1.053 2.237
O -0.014 4.367 -0.507
C 0.113 3.320 -1.062
O 0.389 2.208 -0.273
C 0.039 3.103 -2.523
C -0.073 4.292 -3.258
C -0.087 4.297 -4.632
C 0.011 3.088 -5.313
C 0.116 1.905 -4.610
C 0.132 1.873 -3.209
S 0.232 0.223 -2.567
H -0.137 5.219 -2.704
H -0.166 5.231 -5.172
H 0.006 3.066 -6.395
H 0.186 0.964 -5.141
C 2.140 3.043 4.014
C 2.548 2.767 2.563
C 2.587 4.097 1.804
C 3.948 2.152 2.547
C 1.459 1.881 1.889
C 1.595 1.817 0.359
H 2.852 3.729 4.476
H 2.124 2.136 4.624
H 1.153 3.510 4.063
H 3.244 4.802 2.317
H 1.593 4.545 1.739
H 2.958 3.954 0.789
H 4.665 2.884 2.921
H 4.249 1.882 1.532
H 4.021 1.278 3.198
*
```